1.
This record from the OMol25 dataset describes C13H18N2 in the gas phase in a non-equilibrium geometry. The level of theory is wB97M-V/def2-TZVPD.

Structure (XYZ):
```
33
Properties=species:S:1:pos:R:3:mulliken_charge:R:1
H 3.65 1.24 0.19 0.3989
C 2.71 -1.37 -0.17 -1.6141
C -4.13 1.20 0.64 -0.5419
C -5.74 -0.48 0.08 -0.5021
C 1.73 1.21 -1.71 -1.7825
C 0.86 -0.93 1.44 -1.4906
H 0.88 0.85 -2.28 0.3978
H -0.10 -0.47 1.62 0.3722
H 2.52 -2.44 -0.10 0.4380
C -1.90 1.12 -0.35 -0.2693
H 0.67 -0.97 -0.69 0.3087
C 1.40 -0.61 0.04 0.5455
C -4.83 -1.07 -0.78 -0.4443
C 2.69 1.55 0.58 -1.7940
H 3.14 -1.16 -1.14 0.3741
H 0.74 -2.01 1.53 0.4421
C 1.54 0.93 -0.21 1.7170
N -0.77 1.24 -0.07 0.7010
C -3.57 -0.54 -0.94 -0.5495
H -5.11 -1.96 -1.34 0.3758
N 0.35 1.63 0.24 -1.2783
H 1.82 2.28 -1.86 0.4384
H 2.62 1.28 1.63 0.3460
C -5.39 0.66 0.78 -0.4263
C -3.20 0.60 -0.21 0.8663
H -3.84 2.09 1.19 0.4013
H -2.86 -1.01 -1.60 0.3673
H 1.55 -0.60 2.21 0.2924
H -6.73 -0.91 0.20 0.3750
H 2.63 0.73 -2.08 0.3625
H 2.62 2.63 0.52 0.4567
H -6.10 1.13 1.45 0.3768
H 3.43 -1.10 0.60 0.3392
```

Calculated values
Spin multiplicity ... 3
Electronic energy ... -16748.0516 eV
HOMO-LUMO gap (spin up / spin down) ... 0.2021 / 0.2809 hartree
E_HOMO (spin up / spin down) ... -4.69 / -9.26 eV
Energy relative to the best compared isomer or geometry (same formula, charge and spin) ... 0.0 kJ/mol



2.
This record from the OMol25 dataset describes C13H18N2O4 in the gas phase. The level of theory is wB97M-V/def2-TZVPD.

Structure (XYZ):
```
37
Properties=species:S:1:pos:R:3:mulliken_charge:R:1
H 1.61 -4.19 -2.50 0.3874
H 3.22 -3.91 -4.21 0.3360
H -1.60 4.60 -0.01 0.2867
C 1.67 -3.29 -1.92 -0.3049
H -2.64 4.37 2.23 0.4505
H 4.97 -3.95 -3.89 0.2366
O 3.95 -2.78 -2.62 -0.4363
H -0.31 -3.53 -1.17 0.3028
C 2.84 -1.34 -1.15 -0.7174
H -2.11 0.01 2.80 0.4076
H 3.74 -0.74 -1.16 0.4059
O -4.08 2.70 1.36 -0.6799
H 3.86 -4.85 -2.83 0.3329
H -1.31 -2.08 0.22 0.1681
N -1.86 2.52 1.73 0.0569
H -1.04 4.00 2.94 0.3200
C -0.98 4.65 0.88 -0.3885
C 3.98 -3.94 -3.42 -0.8455
C -2.16 -0.35 1.77 -1.0247
H -0.84 5.71 1.15 0.3158
H 0.80 3.98 1.30 0.3025
C 1.76 -0.97 -0.39 -0.2334
C 2.82 -2.51 -1.92 0.7141
C -0.75 -0.39 1.19 0.7244
C -3.06 2.04 1.36 0.6400
H 1.79 -0.06 0.19 0.5009
N -0.54 -1.43 0.35 -0.0293
H -2.79 0.53 -0.11 0.3458
C -3.07 0.57 0.94 -0.5529
C 0.58 -2.91 -1.16 -1.0233
O 0.07 0.46 1.45 -0.7759
O 0.25 4.07 0.51 -0.4960
H -4.11 0.24 1.02 0.2570
C -1.66 3.92 2.04 -0.9532
C 0.61 -1.75 -0.39 0.3511
H -1.02 1.96 1.62 0.2651
H -2.59 -1.36 1.79 0.3531
```

Calculated values
Electronic energy ... -24943.8804 eV
HOMO-LUMO gap ... 0.3228 hartree
SMILES ... COc1ccc(NC(=O)CCC(=O)NCCO)cc1
E_HOMO ... -8.23 eV
Energy relative to the best compared isomer or geometry (same formula, charge and spin) ... 93.6 kJ/mol



3.
This record from the OMol25 dataset describes C13H19AlCaCl2F5N3O9S2V as an isolated structure in a non-equilibrium geometry. The level of theory is wB97M-V/def2-TZVPD.

Structure (XYZ):
```
56
Properties=species:S:1:pos:R:3:mulliken_charge:R:1
O 5.53 0.41 0.24 -0.3672
O 3.40 2.04 1.41 -0.2548
C -3.10 -1.42 -1.80 -0.1077
O 1.10 -5.23 4.68 -0.5753
H 4.02 -0.45 -0.78 0.2809
O -1.80 5.59 1.86 -0.5304
H -3.66 3.15 -1.04 0.3211
H 6.24 -0.80 1.77 0.3371
Cl 2.44 -0.08 2.12 -0.1627
C -5.17 -2.65 -0.95 0.0554
H 5.46 0.71 2.32 0.3166
C -4.24 -3.60 -0.29 -1.5932
N -6.60 -2.62 -0.98 -0.9030
C 4.18 0.08 0.17 -0.3011
Cl 1.47 0.97 -3.29 -0.3823
H 4.47 3.50 2.35 0.2880
O -0.13 -3.63 -1.79 -0.7086
F -3.38 -1.94 -4.25 -0.7444
H 5.22 2.91 0.85 0.3935
C 0.32 -0.94 -1.90 0.4704
V 0.74 -4.30 3.34 1.7566
O -3.67 1.19 -1.75 -0.5178
C -4.52 -1.51 -1.73 0.5539
S -6.92 -1.22 -1.88 0.2682
F 1.38 -0.72 -1.12 0.1503
Al -1.44 -5.65 0.33 0.3970
N -1.31 5.05 0.89 0.8713
F -0.43 0.15 -1.88 -0.0683
H 3.88 -0.62 1.02 0.4541
H 0.56 4.56 1.67 0.3145
H -3.42 1.97 0.18 0.3441
H 3.78 3.97 0.79 0.2914
H -4.62 -4.46 0.28 0.4371
O -1.93 4.49 0.01 -0.5183
C -2.29 -2.35 -1.14 0.5179
H 7.06 0.76 1.56 0.2647
H -2.11 -4.05 0.09 0.2610
H -2.68 -0.60 -2.38 0.7815
F 0.38 -3.01 6.37 -0.4541
O 0.37 -3.48 1.92 -0.6740
C -2.86 -3.39 -0.41 0.1577
H 3.59 2.00 -0.66 0.3537
N -5.42 -0.65 -2.29 -0.3849
C 3.31 1.34 0.17 -0.6759
H 2.27 1.05 0.03 0.4410
C 0.17 5.06 0.79 -0.7893
H 0.49 6.10 0.76 0.3243
F 0.79 -1.32 -3.09 -0.1691
H -2.15 2.36 -0.92 0.1857
O -0.06 -2.44 0.25 -0.5536
C 4.27 3.16 1.33 -0.8178
C -3.24 2.14 -0.90 -0.6303
H 0.46 4.53 -0.12 0.3067
Ca -5.75 -3.96 -2.66 1.5457
S -0.52 -2.41 -1.12 1.1456
C 6.09 0.26 1.55 -0.7027
```

Calculated values
Electronic energy ... -147675.1290 eV
HOMO-LUMO gap ... 0.0697 hartree
E_HOMO ... -9.49 eV
Net charge ... +1



4.
This record from the OMol25 dataset describes C13H19BN4O2PdS2Se2 as an isolated structure. The level of theory is wB97M-V/def2-TZVPD.

Structure (XYZ):
```
44
Properties=species:S:1:pos:R:3:mulliken_charge:R:1
H 2.23 0.13 1.00 0.4097
H -4.16 2.38 1.11 0.4147
C 2.75 0.34 0.07 -0.3577
C -1.05 1.22 -3.76 0.3133
H -2.96 -1.75 0.98 0.5397
H -2.34 1.42 2.70 0.4798
H 0.18 -3.84 2.84 -0.1276
N 0.12 -1.87 0.23 -0.5070
H 1.87 -4.17 1.80 -0.1229
H 4.37 0.93 -3.30 0.2902
C 4.09 0.66 0.06 -0.7646
H -5.50 -0.11 1.98 0.4821
H 0.14 -5.02 1.22 -0.1217
H -4.66 -1.18 3.89 0.3324
C -3.51 0.33 1.26 1.5676
H 6.33 0.64 -3.17 0.1645
C -4.51 0.09 2.41 -1.3740
H 7.77 1.27 -2.45 0.2107
C 0.35 -2.81 0.86 -0.0848
H -4.58 1.00 3.02 0.4654
O -3.11 1.80 -0.57 -0.3225
S 7.00 1.74 0.14 -0.3723
H -4.51 -1.29 0.28 0.4761
H 4.65 0.74 0.98 0.3447
H 1.98 0.39 -3.09 0.4433
Se -0.66 1.31 0.91 0.1921
C 6.19 1.21 -1.19 0.2728
S -1.83 1.64 -5.10 -0.4143
C 3.96 0.75 -2.31 -0.9626
C -2.17 0.65 1.95 -1.1617
H -5.02 1.25 0.04 0.4343
O -4.05 -1.00 3.17 -0.5001
Pd -0.24 -0.16 -0.99 0.5129
N 6.79 1.06 -2.38 -0.3290
C -4.04 1.51 0.46 -1.1653
B 0.66 -4.07 1.76 0.1182
Se -2.68 -0.92 -1.33 0.1446
H -3.46 2.44 -1.20 0.2626
H -1.79 -0.24 2.45 0.5748
N -0.47 0.91 -2.78 -0.6014
C -3.49 -0.96 0.43 -1.1397
N 2.02 0.25 -1.04 0.2181
C 4.73 0.87 -1.15 1.2323
C 2.62 0.45 -2.21 -0.4677
```

Calculated values
Spin multiplicity ... 5
Electronic energy ... -180360.9508 eV
HOMO-LUMO gap (spin up / spin down) ... 0.2604 / 0.1940 hartree
E_HOMO (spin up / spin down) ... -8.01 / -8.13 eV
Energy relative to the best compared isomer or geometry (same formula, charge and spin) ... 0.0 kJ/mol



5.
This record from the OMol25 dataset describes C13H19CeCl2N as an isolated structure in a non-equilibrium geometry. The level of theory is wB97M-V/def2-TZVPD.

Structure (XYZ):
```
36
Properties=species:S:1:pos:R:3:mulliken_charge:R:1
C 0.35 -0.64 2.06 0.0398
Cl -0.49 3.76 0.49 -0.4712
H -1.26 2.01 -1.81 0.0617
H -2.77 0.44 2.13 0.4608
H -1.11 -0.44 -1.07 0.3738
H -1.94 -3.43 4.81 0.3657
H 2.43 -0.20 -3.45 0.2802
H 1.13 -1.30 -1.75 0.4306
H 1.90 0.65 -0.72 0.2079
H 1.25 -0.38 1.49 0.3963
Ce 0.80 2.07 1.85 1.0542
C -0.96 -3.33 4.34 -1.3887
H 3.08 1.54 0.41 0.2471
Cl 2.60 2.70 3.51 -0.4902
C 1.06 1.48 -3.76 -0.6069
N -0.68 0.23 2.00 -0.2080
H 1.51 1.81 -4.71 0.3317
C 0.27 -1.84 2.78 -0.7031
C -2.07 -1.38 3.11 -0.4771
H -2.23 0.97 -2.87 0.3372
C -1.92 -0.20 2.39 -0.6238
C -1.20 1.19 -2.56 -0.3505
H -0.72 -4.27 3.83 0.3232
C 1.36 0.00 -3.54 -0.7035
H -0.64 2.81 -3.91 0.3318
H 1.51 2.08 -2.95 0.2617
C -0.56 -0.01 -1.93 -0.0569
H 1.01 -0.54 -4.44 0.3950
C -0.45 1.74 -3.80 -0.7895
H -3.05 -1.70 3.48 0.3689
H -0.86 1.26 -4.69 0.3136
C 0.64 -0.51 -2.32 -0.5843
C -0.94 -2.16 3.40 1.0437
H 1.14 -2.48 2.87 0.4190
C 2.03 1.25 0.18 -0.9237
H -0.21 -3.20 5.14 0.3337
```

Calculated values
Electronic energy ... -53251.8653 eV
HOMO-LUMO gap (spin up / spin down) ... 0.2268 / 0.2269 hartree
E_HOMO (spin up / spin down) ... -7.01 / -7.01 eV



6.
This record from the OMol25 dataset describes C13H19ClEuSi as an isolated structure in a non-equilibrium geometry. The level of theory is wB97M-V/def2-TZVPD.

Structure (XYZ):
```
35
Properties=species:S:1:pos:R:3:mulliken_charge:R:1
H 1.32 -0.86 -2.73 0.4230
H 1.63 -0.41 3.79 0.1907
C 1.54 0.69 3.76 -0.8472
Si -0.05 1.21 2.94 -0.9408
H -2.88 0.94 1.01 0.6188
C -1.78 -1.11 -1.40 -0.6814
H 2.08 2.35 0.13 0.4166
H -1.03 0.36 -2.89 0.5178
C -2.59 0.48 0.08 -0.4677
C 2.58 0.15 0.21 -0.5559
C 2.29 -0.89 -0.73 -0.5204
C -2.02 1.15 -1.05 -0.7825
H 1.43 1.11 4.76 0.2664
H 2.85 0.00 1.24 0.3345
C 2.14 1.38 -0.38 -0.5020
H -0.18 3.47 3.60 0.2462
Eu -0.06 -0.07 0.44 1.8532
H 1.15 1.80 -2.34 0.3806
H -1.85 2.22 -1.13 0.2935
C 1.69 -0.31 -1.87 -0.5403
C -2.44 -0.94 -0.15 -0.4146
H 0.73 3.42 2.05 0.2021
C -1.54 0.17 -1.96 -0.5439
C -0.15 3.04 2.59 -0.9951
C 1.61 1.08 -1.66 -0.5630
H -1.06 3.32 2.05 0.1851
C -1.56 0.49 3.75 -0.8429
H -1.50 -0.60 3.80 0.1476
H -2.62 -1.72 0.58 0.4311
H -2.49 0.79 3.24 0.2502
H -1.43 -2.06 -1.82 0.2967
H 2.35 -1.97 -0.53 0.3795
Cl 0.18 -2.25 1.83 -0.7068
H -1.50 0.94 4.75 0.2737
H 2.42 1.10 3.24 0.1971
```

Calculated values
Spin multiplicity ... 8
Electronic energy ... -53517.6316 eV
HOMO-LUMO gap (spin up / spin down) ... 0.1471 / 0.1437 hartree
E_HOMO (spin up / spin down) ... 1.52 / 1.61 eV
Net charge ... -2